Molecular formula: C23H20O2PS2W
Method: DFT, ωB97M-V/def2-TZVPD

```
49
C23H20O2PS2W ωB97M-V/def2-TZVPD
W 1.28 -1.38 1.14
O 2.95 -0.63 0.26
C 2.75 -1.63 -0.54
O 2.39 -2.69 0.15
C 2.36 -1.44 -1.94
C 2.96 -2.07 -3.02
C 2.37 -1.93 -4.28
C 1.17 -1.25 -4.41
C 0.53 -0.68 -3.31
C 1.13 -0.74 -2.06
P 0.24 0.07 -0.68
C -1.52 -0.05 -0.85
C -2.23 -1.15 -0.38
C -3.59 -1.24 -0.61
C -4.24 -0.22 -1.31
C -3.53 0.88 -1.78
C -2.17 0.97 -1.55
C 0.81 1.72 -0.42
C 0.04 2.59 0.37
C 0.46 3.89 0.56
C 1.64 4.32 -0.04
C 2.41 3.46 -0.81
C 2.01 2.16 -1.00
H 3.87 -2.63 -2.90
H 2.83 -2.38 -5.14
H 0.70 -1.18 -5.39
H -0.42 -0.19 -3.44
H -1.74 -1.98 0.14
H -4.15 -2.09 -0.25
H -5.30 -0.29 -1.49
H -4.04 1.66 -2.33
H -1.62 1.83 -1.92
H -0.90 2.26 0.82
H -0.13 4.57 1.15
H 1.97 5.35 0.11
H 3.32 3.82 -1.28
H 2.60 1.49 -1.62
C -0.23 0.28 4.87
C 0.29 -0.65 3.83
S 1.74 -0.20 3.05
C -0.38 -1.87 3.51
C -1.69 -2.23 4.12
S 0.32 -3.01 2.44
H 0.38 1.17 4.97
H -0.24 -0.25 5.83
H -1.26 0.57 4.65
H -1.92 -1.62 4.99
H -1.71 -3.29 4.39
H -2.49 -2.08 3.38
```

## Properties
relative energy (zero: lowest compared OMol25 entry of this formula, charge and spin)	1.1657	eV
strongest force on any atom	0.0284	Eh/bohr
net charge	+3
2S+1	1

Formally, the natural (NBO) partial charges of the atoms, in units of the elementary charge, are as follows: atom 1 (W): 1.1667, atom 2 (O): -0.5274, atom 3 (C): 0.7690, atom 4 (O): -0.5373, atom 5 (C): -0.1031, atom 6 (C): -0.1515, atom 7 (C): -0.1181, atom 8 (C): -0.1371, atom 9 (C): -0.1429, atom 10 (C): -0.3941, atom 11 (P): 1.1948, atom 12 (C): -0.4983, atom 13 (C): -0.1742, atom 14 (C): -0.1864, atom 15 (C): -0.1110, atom 16 (C): -0.1955, atom 17 (C): -0.1068, atom 18 (C): -0.4913, atom 19 (C): -0.1156, atom 20 (C): -0.2104, atom 21 (C): -0.0963, atom 22 (C): -0.1744, atom 23 (C): -0.1540, atom 24 (H): 0.2686, atom 25 (H): 0.2721, atom 26 (H): 0.2690, atom 27 (H): 0.2523, atom 28 (H): 0.2042, atom 29 (H): 0.2535, atom 30 (H): 0.2614, atom 31 (H): 0.2618, atom 32 (H): 0.2328, atom 33 (H): 0.2231, atom 34 (H): 0.2571, atom 35 (H): 0.2606, atom 36 (H): 0.2602, atom 37 (H): 0.2344, atom 38 (C): -0.6932, atom 39 (C): -0.0870, atom 40 (S): 0.4228, atom 41 (C): -0.0600, atom 42 (C): -0.6956, atom 43 (S): 0.3869, atom 44 (H): 0.2756, atom 45 (H): 0.3007, atom 46 (H): 0.2770, atom 47 (H): 0.2764, atom 48 (H): 0.2926, atom 49 (H): 0.2876